{"formula": "C4H14N2O", "method": "wB97M-V/def2-TZVPD", "elements": ["O", "N", "N", "C", "C", "C", "C", "H", "H", "H", "H", "H", "H", "H", "H", "H", "H", "H", "H", "H", "H"], "positions_angstrom": [[0.20, 3.18, -2.24], [-0.79, 0.73, -1.18], [1.75, -0.97, 2.90], [-0.30, -0.95, 0.80], [-0.90, -0.67, -0.65], [1.00, -0.38, 0.48], [-1.67, -1.59, -1.23], [1.87, -0.99, 0.16], [-1.46, 1.27, -0.62], [-2.12, -1.65, -2.21], [-0.61, 3.69, -2.13], [2.66, -1.42, 2.80], [-0.82, -0.35, 1.54], [1.23, 0.68, 0.66], [0.12, 1.18, -1.11], [-2.00, -2.48, -0.68], [-0.49, -1.96, 1.04], [1.75, -0.07, 3.40], [0.74, 3.60, -2.92], [1.03, -1.54, 3.32], [-1.19, 0.69, -2.12]], "lowdin_charge": [-0.047, 0.238, 0.154, -0.148, -0.248, 0.235, 0.178, 0.135, 0.196, 0.110, 0.059, 0.086, 0.138, 0.127, 0.124, 0.117, 0.128, 0.087, 0.072, 0.076, 0.182], "orbital_gap_ev": 8.2, "charge": 2, "e_lumo_ev": -10.50, "relative_energy_kj_mol": 404.6, "homo_energy_ev": -18.677}